DFT (ωB97M-V with the def2-TZVPD basis set) results for 2 unconnected molecules or ions with the total composition C12H11B2Cl3F3O2 in a non-equilibrium geometry.

Total charge = -1
Relative energy (zero: lowest compared OMol25 entry of this formula, charge and spin) = 6.714 eV

XYZ file:
```
33
Properties=species:S:1:pos:R:3:lowdin_charge:R:1
Cl -1.01 -2.36 2.74 0.50
B 0.36 -1.70 1.73 -1.80
Cl 1.70 -0.90 2.86 0.57
Cl 1.17 -3.02 0.68 0.49
O -0.09 -0.61 0.81 -0.16
C 0.82 0.06 0.21 -0.15
C 1.59 1.20 1.03 -0.29
C 3.01 1.25 0.94 -0.08
C 3.77 2.07 1.75 -0.10
C 3.25 2.69 2.88 -0.14
C 1.94 2.52 3.18 -0.11
C 1.07 1.82 2.30 -0.15
H 1.48 -0.57 -0.46 0.11
H 3.46 0.55 0.23 0.13
H 4.81 2.18 1.53 0.09
H 3.91 3.26 3.56 0.11
H 1.57 2.91 4.14 0.12
H 0.12 1.45 2.72 0.14
C -2.85 1.44 -2.93 -0.04
C -1.59 0.77 -2.65 -0.31
C -0.46 0.64 -3.44 -0.04
C 0.34 -0.37 -2.83 -0.02
C -0.51 -1.03 -1.90 -0.38
B 0.96 2.92 0.81 -0.59
F 1.76 3.70 0.04 0.20
F -0.34 2.81 0.49 0.18
F -0.71 -2.26 -1.53 0.14
O -1.59 -0.26 -1.72 0.10
H -2.81 1.63 -4.01 0.08
H -3.66 0.75 -2.67 0.09
H -3.06 2.41 -2.49 0.08
H -0.36 1.07 -4.44 0.11
H 1.42 -0.57 -2.88 0.11
```

=====

DFT (ωB97M-V with the def2-TZVPD basis set) results for C3H5P3 in the gas phase in a non-equilibrium geometry.

SMILES = [H]/P=C(\C)P1#P=C1
Relative energy (zero: lowest compared OMol25 entry of this formula, charge and spin) = 1.536 eV

XYZ file:
```
11
Properties=species:S:1:pos:R:3:lowdin_charge:R:1
H -1.00 2.38 0.24 -0.16
P -0.33 1.41 1.00 0.75
C -0.43 0.14 -0.12 -0.95
C -1.03 0.21 -1.47 -0.24
P 0.52 -1.44 0.37 0.56
P 0.76 -1.34 2.55 0.61
C 2.02 -1.13 1.50 -0.74
H -0.81 1.18 -1.94 0.06
H -2.12 0.12 -1.41 0.08
H -0.66 -0.58 -2.11 0.05
H 3.07 -0.95 1.39 -0.02
```

=====

DFT (ωB97M-V with the def2-TZVPD basis set) results for a molecular structure, C52H44ClCsN3O5P.

Total charge = -2
Relative energy (zero: lowest compared OMol25 entry of this formula, charge and spin) = 0.295 eV

XYZ file:
```
107
Properties=species:S:1:pos:R:3:lowdin_charge:R:1
Cs -0.50 -0.81 0.66 1.07
C 3.78 -0.96 1.66 -0.05
C 3.67 -2.43 1.40 -0.32
C 4.75 -3.14 0.87 -0.05
C 4.62 -4.50 0.66 -0.07
C 3.43 -5.12 1.00 -0.03
C 2.41 -4.34 1.52 -0.21
N 2.52 -3.03 1.71 0.19
C 1.10 -4.97 1.89 -0.21
C 1.08 -6.18 2.57 -0.03
C -0.15 -6.74 2.89 -0.07
C -1.30 -6.07 2.51 -0.02
C -1.18 -4.86 1.83 -0.20
N 0.00 -4.32 1.53 0.20
C -2.39 -4.10 1.40 -0.25
C -3.52 -4.03 2.19 -0.05
C -4.56 -3.20 1.77 -0.06
C -4.43 -2.49 0.60 -0.01
C -3.26 -2.65 -0.16 -0.35
C -3.03 -1.85 -1.41 -0.06
N -2.27 -3.44 0.24 0.11
H 4.03 -0.78 2.71 0.09
H 2.82 -0.46 1.50 0.04
H 4.55 -0.50 1.04 0.07
H 5.66 -2.61 0.60 0.11
H 5.44 -5.07 0.23 0.10
H 3.28 -6.18 0.83 0.10
H 2.00 -6.66 2.86 0.10
H -0.21 -7.68 3.42 0.10
H -2.28 -6.48 2.72 0.10
H -3.57 -4.55 3.14 0.10
H -5.44 -3.07 2.39 0.11
H -5.16 -1.76 0.28 0.11
H -3.88 -1.91 -2.10 0.09
H -2.13 -2.18 -1.92 0.07
H -2.93 -0.80 -1.13 0.04
O -0.52 -0.89 -3.96 -0.01
C 0.16 -0.27 -3.13 -0.65
O 0.76 -0.73 -2.11 -0.24
C 0.35 1.23 -3.32 -0.12
C -0.29 1.86 -4.38 -0.02
C -0.12 3.22 -4.61 -0.11
C 0.69 3.96 -3.77 -0.11
C 1.32 3.34 -2.70 -0.10
C 1.16 1.97 -2.46 -0.26
P 1.98 1.09 -1.05 1.07
C 3.38 0.34 -1.97 -0.34
C 4.15 1.04 -2.90 -0.10
C 5.20 0.43 -3.57 -0.10
C 5.50 -0.90 -3.33 -0.11
C 4.73 -1.62 -2.42 -0.09
C 3.68 -1.01 -1.76 -0.09
C 2.84 2.53 -0.24 -0.37
C 4.20 2.78 -0.16 -0.09
C 4.70 3.82 0.63 -0.11
C 3.84 4.63 1.34 -0.12
C 2.47 4.39 1.29 -0.09
C 1.98 3.35 0.52 -0.11
H -0.92 1.25 -5.02 0.11
H -0.63 3.70 -5.45 0.09
H 0.84 5.02 -3.93 0.09
H 1.95 3.93 -2.04 0.09
H 3.91 2.08 -3.11 0.11
H 5.78 1.00 -4.29 0.09
H 6.31 -1.39 -3.85 0.09
H 4.93 -2.67 -2.25 0.09
H 3.05 -1.58 -1.09 0.10
H 4.90 2.16 -0.70 0.09
H 5.77 3.98 0.68 0.09
H 4.23 5.44 1.96 0.09
H 1.79 5.00 1.86 0.10
H 0.92 3.15 0.52 0.11
C 1.23 -0.03 3.67 -0.13
C -0.14 -0.05 3.87 -0.47
C -0.96 1.14 3.83 -0.11
C -2.33 1.10 3.96 -0.15
C -3.03 -0.10 4.13 -0.16
C -2.27 -1.27 4.18 -0.16
C -0.89 -1.27 4.05 -0.15
H 1.79 -0.96 3.69 0.00
H 1.77 0.90 3.53 0.01
H -0.46 2.09 3.69 0.09
H -2.87 2.03 3.91 0.08
H -4.11 -0.12 4.19 0.07
H -2.77 -2.23 4.31 0.08
H -0.35 -2.20 4.08 0.09
C -2.15 4.09 -1.29 -0.02
C -3.48 3.72 -1.88 -0.16
C -3.62 3.61 -3.26 -0.06
C -4.84 3.29 -3.82 -0.66
Cl -4.98 3.19 -5.57 0.60
C -5.96 3.06 -3.04 -0.12
C -5.83 3.14 -1.67 0.00
C -4.61 3.47 -1.08 -0.25
O -4.61 3.60 0.28 -0.05
C -3.68 2.80 1.04 -0.09
C -3.44 1.41 0.41 -0.68
O -4.44 0.68 0.27 -0.01
O -2.25 1.17 0.09 -0.28
H -1.49 4.47 -2.07 0.07
H -1.68 3.22 -0.84 0.07
H -2.27 4.86 -0.52 0.09
H -2.76 3.78 -3.89 0.09
H -6.90 2.79 -3.50 0.09
H -6.66 2.93 -1.01 0.12
H -4.16 2.68 2.01 0.11
H -2.74 3.33 1.16 0.10
```

=====

DFT (ωB97M-V with the def2-TZVPD basis set) results for a molecular structure, C16H17BF4N8S5SbV in a non-equilibrium geometry.

Total charge = -2
Spin multiplicity = 3
DFT total energy = -4657.9233 Ha

XYZ file:
```
53
Properties=species:S:1:pos:R:3:mulliken_spin:R:1
V 0.45 0.26 0.16 2.01
N -0.32 -0.14 4.16 0.00
C -0.59 -0.16 2.83 0.02
S -0.70 1.36 2.01 -0.03
N -0.80 -1.33 2.25 -0.01
N -0.81 -1.16 0.91 -0.06
C -1.54 -1.85 0.09 0.05
C -2.43 -2.95 0.50 0.00
C -1.92 -3.99 1.28 0.01
C -2.74 -5.03 1.68 0.00
C -4.08 -5.04 1.32 0.00
C -4.60 -4.00 0.56 0.00
C -3.78 -2.96 0.16 0.00
C -1.41 -1.41 -1.31 0.02
C -2.06 -2.02 -2.37 0.00
C -1.93 -1.48 -3.64 0.00
C -1.15 -0.36 -3.83 0.01
C -0.49 0.18 -2.74 0.00
N -0.63 -0.32 -1.51 0.00
H 0.23 0.66 4.44 0.00
H 0.02 -1.02 4.52 0.00
H -0.88 -3.96 1.56 0.00
H -2.33 -5.84 2.27 0.00
H -4.72 -5.86 1.64 0.00
H -5.65 -3.99 0.29 0.00
H -4.19 -2.14 -0.42 0.00
H -2.65 -2.91 -2.21 0.00
H -2.43 -1.95 -4.48 0.00
H -0.99 0.08 -4.81 0.00
H 0.20 1.01 -2.84 -0.01
S 4.78 -2.03 -2.98 -0.02
Sb 2.70 -1.10 -2.92 0.00
S 2.15 -1.12 -0.22 0.02
S 2.88 1.26 -3.23 0.00
C 3.95 4.01 -0.51 0.00
C 2.50 4.25 -0.72 0.00
N 1.93 5.37 -1.04 0.00
N 0.60 5.03 -1.14 0.00
C 0.33 3.74 -0.90 0.00
S -1.13 2.95 -0.97 0.00
N 1.56 3.25 -0.61 -0.02
N 1.83 1.92 -0.33 0.00
H 4.49 4.94 -0.69 0.00
H 4.29 3.23 -1.19 0.00
H 4.11 3.68 0.52 0.00
H -0.08 5.72 -1.40 0.00
H 2.37 1.87 0.53 0.00
H 2.39 1.54 -1.15 0.01
F 2.55 3.05 2.39 0.00
B 2.67 1.96 3.30 0.00
F 2.38 0.77 2.59 0.01
F 1.73 2.10 4.36 0.00
F 3.97 1.93 3.83 0.00
```